1.
Here is a single C24H37N3O3 molecule from the OMol25 dataset. Energies are from ωB97M-V with the def2-TZVPD basis set.

```
67
Properties=species:S:1:pos:R:3
O -2.07 -1.05 0.71
C -2.12 -0.32 -0.26
N -3.27 0.23 -0.71
H -3.25 0.83 -1.52
C -4.55 0.04 -0.06
C -5.49 -0.64 -1.06
H -5.08 -1.62 -1.28
C -6.95 -0.79 -0.61
C -7.09 -1.35 0.81
H -7.68 -2.28 0.78
H -6.11 -1.62 1.20
C -7.78 -0.40 1.79
H -7.64 -0.79 2.80
C -7.31 1.06 1.76
C -5.79 1.28 1.85
H -5.34 0.51 2.47
H -5.64 2.23 2.37
C -5.05 1.37 0.51
H -5.68 1.88 -0.23
H -4.17 2.00 0.67
H -7.69 1.56 0.87
H -7.78 1.55 2.62
H -8.85 -0.40 1.59
H -7.45 0.18 -0.67
H -7.45 -1.44 -1.33
H -5.48 -0.06 -1.99
H -4.33 -0.64 0.77
C -0.89 0.09 -1.06
C 0.25 -0.91 -0.83
C 1.51 -0.48 -1.56
C 1.95 0.92 -1.12
C 0.82 1.91 -1.36
C -0.45 1.49 -0.62
H -0.25 1.47 0.45
H -1.24 2.21 -0.81
H 1.12 2.91 -1.02
H 0.61 1.97 -2.44
H 2.17 0.91 -0.04
C 3.22 1.37 -1.85
N 4.40 0.64 -1.44
C 5.09 1.04 -0.35
C 6.09 0.49 0.46
N 6.73 -0.68 0.52
C 6.47 -1.82 -0.33
C 7.57 -2.82 0.05
H 7.25 -3.85 -0.07
H 8.45 -2.65 -0.56
C 7.86 -2.46 1.51
H 8.84 -2.82 1.84
C 7.77 -0.94 1.50
H 7.50 -0.50 2.46
H 8.72 -0.49 1.17
H 7.10 -2.88 2.16
H 6.51 -1.55 -1.39
H 5.48 -2.23 -0.11
C 6.18 1.71 1.28
O 6.83 2.03 2.25
C 5.11 2.31 0.39
O 4.51 3.36 0.30
H 4.42 -0.34 -1.68
H 3.41 2.43 -1.63
H 3.10 1.25 -2.93
H 2.30 -1.20 -1.35
H 1.33 -0.47 -2.63
H 0.43 -0.97 0.25
H -0.06 -1.90 -1.17
H -1.14 0.11 -2.13
```

As for the multiplicity: 1. For the HOMO energy, the calculation gives -7.63 eV. The orbital gap comes out at 8.1 eV. The energy above the lowest of the compared OMol25 structures with the same formula, charge and spin is 82.6 kJ/mol. Its charge is 0.

2.
Here is 4 unconnected molecules or ions with the total composition C2H11NO3 at a distorted geometry from the OMol25 dataset. Energies are from ωB97M-V with the def2-TZVPD basis set.

```
17
Properties=species:S:1:pos:R:3
C 0.05 -0.26 -0.62
C 2.28 -0.16 -1.30
N 1.47 -0.18 -0.35
H -0.04 -1.08 -1.37
H -0.55 -0.11 0.22
H -0.30 0.66 -1.27
H 3.31 0.15 -1.23
H 1.79 -0.24 -2.34
H 1.13 -2.88 3.24
H 2.41 -3.12 3.84
O 1.61 -3.61 3.68
H 1.82 3.61 -0.84
H 1.35 2.19 -0.80
O 1.63 2.90 -1.45
H -6.84 1.53 -0.05
H -5.84 0.38 0.22
O -6.05 1.04 -0.44
```

As for the multiplicity: 2. For the HOMO energy (alpha / beta), the calculation gives 1.19 / -6.42 eV. The orbital gap (alpha / beta) comes out at 2.1 / 10.0 eV. As for the expectation value of S²: 0.750. The energy above the lowest of the compared OMol25 structures with the same formula, charge and spin is 163.8 kJ/mol. Its charge is -1.

3.
Here is a single C4H8N2O molecule at a distorted geometry from the OMol25 dataset. Energies are from ωB97M-V with the def2-TZVPD basis set.

```
15
Properties=species:S:1:pos:R:3
C -1.51 -0.26 0.90
C -0.51 0.29 -0.03
C 1.56 -0.98 0.21
C 0.97 0.30 -0.33
N -2.64 0.08 -0.02
N -1.67 0.79 -0.90
O 1.70 1.30 0.41
H -1.50 -0.54 1.88
H 1.15 -1.82 -0.46
H 1.42 -1.19 1.29
H 2.58 -0.86 -0.03
H 1.08 0.30 -1.43
H -3.43 0.68 0.21
H -1.82 0.62 -1.90
H 2.61 1.28 0.19
```

As for the multiplicity: 1. For the HOMO energy, the calculation gives -8.16 eV. The orbital gap comes out at 9.1 eV. The energy above the lowest of the compared OMol25 structures with the same formula, charge and spin is 496.4 kJ/mol. Its charge is 0.